1.
10
Properties=species:S:1:pos:R:3 method="wB97M-V/def2-TZVPD" charge=0 homo_lumo_gap_ev=9.0 largest_force_ha_per_bohr=0.0397 de_lowest_ev=4.235 e_lumo_ha=0.0113 energy_ev=-6278.2406
C 1.2466 -0.2459 0.1166
C -1.1697 1.0597 0.0758
C -0.3857 -0.4047 -0.4002
C 0.1303 1.3291 -0.1918
C 1.3748 1.2723 0.2606
C -1.5488 -0.1679 0.4294
H -0.4653 -0.7534 -1.4219
H 1.8434 -0.6774 -0.6760
H -2.4259 -0.6850 0.7295
H 1.4004 -0.7267 1.0780

---

2.
125
Properties=species:S:1:pos:R:3 method="wB97M-V/def2-TZVPD" charge=-2 spin_multiplicity=8 homo_lumo_gap_ev="3.9 / 5.0" largest_force_ha_per_bohr=0.0342 de_lowest_ev=0.000 e_lumo_ha="0.1433 / 0.1433" s_squared=15.76 energy_ev=-390936.7312
Eu 1.3822 0.2385 1.2235
Br 1.2062 1.8580 8.0603
Br -1.6340 0.1910 7.9319
Br 2.6883 2.7204 5.1862
Br -2.6884 -0.9496 5.0549
S 1.5117 -2.1038 3.0616
P 0.0282 0.9827 -2.4079
O 3.7116 -0.4490 1.8457
O 2.6267 -3.0434 3.3048
O -0.9423 1.5671 0.9672
O 1.0744 1.8339 2.8512
O 1.8452 -0.8229 3.6692
O 5.1309 -1.6442 0.5977
O 2.6408 -1.4706 -0.6567
O 3.4275 3.0351 0.7537
O -0.7522 -0.2106 2.8048
O 1.1753 -2.0297 1.6399
O 3.9999 1.3522 -0.6667
N 4.4898 -1.4021 4.0349
C -1.8635 -3.1719 -2.7413
C -2.6044 -0.6650 -0.7180
C 0.5676 1.4090 3.9456
C 0.1850 2.9185 -2.5371
C 1.6536 3.3107 -2.7084
C -1.1595 0.1673 5.1080
C -0.2226 3.4315 -1.1524
C -3.4163 0.8124 -4.6637
C 5.5075 4.3358 0.4861
C -0.0257 -3.4166 -1.0666
C -5.3509 -3.5359 2.0990
C -0.5028 0.4108 3.9040
C 0.9443 0.2843 -3.9944
C -3.1626 -4.6416 2.5862
C 0.4428 1.3874 6.3997
C 1.0515 1.7747 5.1976
C 0.3714 -1.0694 -4.4214
C 5.0131 2.2373 -0.6025
C -3.9294 -0.3632 -2.6639
C 2.3647 0.0394 -3.4679
C -1.0806 -2.4677 -1.6320
C 6.7330 4.3306 -0.1896
C -2.0146 -1.9237 -0.5792
C -5.6956 0.8441 -0.1030
C 4.7173 -1.1545 1.6589
C -2.6876 -0.0501 -2.0925
C -4.3091 0.0727 -3.9133
C -3.2805 -2.3641 1.4396
C -3.4576 -0.2161 0.3100
C -3.7228 -1.0573 1.3816
C 4.6610 3.2721 0.2645
C -2.3825 -2.7636 0.4668
C 6.2125 2.2201 -1.2683
C -0.7033 0.6414 6.3488
C -1.7510 0.6607 -2.8730
C -0.6850 3.6602 -3.5578
C 1.0216 1.1279 -5.2801
C 0.1124 -2.8380 3.8982
C -3.8840 -3.3011 2.4619
C -2.1636 1.0669 -4.1471
C -4.2527 1.0803 0.3563
C 7.0770 3.2965 -1.0477
C 5.5108 -1.4593 2.9755
C -3.6740 2.2863 -0.3609
B 2.9500 1.8346 0.1681
H -0.1137 4.5269 -1.1351
H -0.7014 -1.0258 -4.6184
H 2.4298 -2.2765 -0.1743
H -4.6144 -0.9689 -2.0822
H 6.2768 -0.7081 3.1501
H 1.7442 4.3988 -2.5559
H -5.4280 -3.9991 1.1068
H -6.1100 -0.0686 0.3440
H -1.9743 -3.7692 0.4836
H -3.5964 -5.2320 3.4108
H -4.3501 3.1468 -0.2510
H -5.8387 -4.1978 2.8272
H -5.2892 -0.1846 -4.3036
H 2.2646 2.8167 -1.9405
H 8.0351 3.3315 -1.5548
H 6.4822 1.3968 -1.9317
H -2.0949 -4.5023 2.7824
H 5.2433 5.1461 1.1519
H -1.4524 1.5979 -4.7602
H -0.4533 3.4209 -4.5998
H 0.8732 -1.3952 -5.3438
H 3.8821 -0.6053 3.8136
H -0.5095 4.7321 -3.4154
H 5.9621 -2.4518 2.9427
H 3.5833 -1.3305 -0.4315
H 1.8303 0.7211 -5.8992
H 2.9689 -0.5004 -4.2274
H -1.1830 0.8574 1.6093
H 0.3847 -3.0362 -0.1317
H 0.0449 -2.3937 4.8958
H -4.3691 -0.6874 2.1801
H 0.3054 -3.9104 3.9721
H 0.7951 -3.5519 -1.7803
H -2.5047 -2.4818 -3.2870
H -1.1777 -3.6321 -3.4609
H -0.4484 -4.4131 -0.8645
H 2.0815 3.0768 -3.6824
H 2.3405 -0.5655 -2.5620
H -4.2938 1.3415 1.4178
H -2.7073 2.5273 0.0735
H 4.8278 -1.3462 4.9868
H 0.4208 3.0054 -0.3867
H -1.7477 3.4667 -3.3858
H -3.2575 -5.2220 1.6610
H -0.7945 -2.6065 3.3330
H -3.6697 1.1682 -5.6567
H 7.4310 5.1514 -0.0395
H -5.7470 0.7609 -1.1936
H 0.5647 -1.8399 -3.6661
H -0.5574 -1.6179 -2.0573
H -6.3317 1.6921 0.1927
H 0.0975 1.0596 -5.8668
H 1.2379 2.1776 -5.1101
H 3.8195 -2.1905 3.8992
H -1.2543 3.1765 -0.9264
H -0.5020 2.1866 1.5714
H -2.4913 -3.9640 -2.3141
H 2.8911 0.9674 -3.2110
H -5.9082 -2.5949 2.0736
H -3.5459 2.1157 -1.4334
H -3.8377 -2.8043 3.4308

---

3.
21
Properties=species:S:1:pos:R:3 method="wB97M-V/def2-TZVPD" charge=+3 homo_lumo_gap_ev=2.8 largest_force_ha_per_bohr=0.0440 de_lowest_ev=0.358 e_lumo_ha=-0.6734 energy_ev=-17187.5226
Tl -2.1334 21.7012 8.9154
O -1.6680 24.7129 8.6711
O -1.4611 20.5821 6.1536
O -2.3936 18.8105 8.1523
O 0.2766 22.8173 7.4903
C -1.3946 19.1861 6.0106
C -2.4185 18.4636 6.8282
C 0.1758 24.1304 7.0907
C -0.3995 25.0538 8.3117
H -2.7063 18.0780 8.7177
H 0.3367 24.7795 9.0984
H -1.3840 18.8879 4.9531
H 1.2184 22.6714 7.7214
H -2.4109 17.3782 6.6521
H -0.3710 18.8819 6.3958
H -0.2645 26.1084 8.0577
H -0.9834 20.9910 5.4095
H -2.1407 25.5648 8.7897
H -3.4152 18.7611 6.3689
H -0.5972 24.2172 6.2948
H 1.0825 24.5170 6.6157

---

4.
16
Properties=species:S:1:pos:R:3 method="wB97M-V/def2-TZVPD" charge=0 smiles="CC1=NSCC[C@@H]1F" homo_lumo_gap_ev=9.0 largest_force_ha_per_bohr=0.1063 de_lowest_ev=2.313 e_lumo_ha=0.0331 energy_ev=-20354.6856
S -0.6512 -2.0081 -1.2698
F 0.3432 1.4532 1.3899
N 0.4950 -0.9051 -1.3590
C -1.2611 0.2729 0.5348
C 2.1206 0.8128 -0.7987
C 0.1978 0.2439 0.8634
C 0.8319 0.0182 -0.4829
C -1.7998 -1.0429 0.0435
H -1.6018 1.0449 -0.1209
H 1.9981 2.0140 -0.8302
H 2.5415 0.6132 0.2621
H -1.6427 0.6675 1.4316
H -1.9287 -1.8817 0.9311
H -2.7601 -0.9886 -0.4204
H 2.7004 0.4827 -1.5951
H 0.4169 -0.7969 1.4207

---

5.
25
Properties=species:S:1:pos:R:3 method="wB97M-V/def2-TZVPD" charge=+2 spin_multiplicity=2 homo_lumo_gap_ev="11.2 / 6.4" largest_force_ha_per_bohr=0.0577 de_lowest_ev=0.870 e_lumo_ha="-0.2693 / -0.4446" s_squared=0.75 energy_ev=-9458.5510
N -2.6373 -0.0232 1.8146
N -0.1031 0.3348 0.2540
C 0.7377 -0.3846 -2.3064
C -1.2920 0.3072 2.4573
C 0.7481 -0.8520 0.2273
C 1.0488 -1.3363 -1.1764
C -0.3672 1.0626 1.4903
C 1.7680 0.7379 -2.4915
H -0.7471 2.0569 1.2323
H 0.5696 1.3419 1.9935
H 0.6311 -0.9399 -3.2374
H -3.4391 0.2170 2.4012
H 0.2845 0.9372 -0.4831
H -0.2700 0.0546 -2.1859
H 2.6285 0.3799 -3.0596
H -1.5077 0.9627 3.2939
H 2.0903 -1.6931 -1.1991
H 1.4091 1.6112 -3.0112
H 0.2578 -1.6557 0.7704
H 0.5960 -2.3215 -1.3544
H -2.7894 0.3950 0.9004
H 1.6465 -0.5501 0.7777
H -2.6776 -1.0332 1.6743
H -0.8042 -0.6203 2.7435
H 2.2188 1.0109 -1.5257

---

6.
12
Properties=species:S:1:pos:R:3 method="wB97M-V/def2-TZVPD" charge=0 homo_lumo_gap_ev=8.9 largest_force_ha_per_bohr=0.0248 de_lowest_ev=3.132 e_lumo_ha=0.0120 energy_ev=-18031.6737
S -0.5432 -0.8444 -1.5216
O 2.1034 2.3086 1.6433
N 0.6303 0.5002 1.8043
N -1.1031 -1.4088 0.1588
C 1.3507 1.4294 1.6150
C 0.3854 0.5004 -1.4414
H -0.0344 -0.0247 1.2650
H -2.0347 -1.8086 0.0983
H 0.0248 1.4021 -0.9863
H 1.4466 0.3384 -1.4532
H -0.4741 -2.1496 0.4547
H -1.7518 -0.2431 -1.6370

---

7.
14
Properties=species:S:1:pos:R:3 method="wB97M-V/def2-TZVPD" charge=0 smiles="C=N[N+](=O)[O-].C=C=C" homo_lumo_gap_ev=9.8 largest_force_ha_per_bohr=0.0791 de_lowest_ev=8.194 e_lumo_ha=0.0043 energy_ev=-11312.8482
O -2.3418 0.8292 0.0927
O -1.3475 -0.6780 1.2501
N -1.4324 0.4258 0.7763
N -0.3912 1.2139 0.9769
C -0.0845 -2.2117 -0.9665
C 0.1738 1.9119 1.8127
C 1.3614 -0.2451 -1.6628
C 0.6785 -1.2430 -1.2821
H 1.1464 2.3568 1.3849
H 0.1214 -3.1218 -0.3788
H -1.1241 -2.0346 -1.2691
H -0.1857 2.3857 2.6514
H 1.4559 0.5656 -0.9431
H 1.9697 -0.1548 -2.4427

---

8.
20
Properties=species:S:1:pos:R:3 method="wB97M-V/def2-TZVPD" charge=0 smiles="O=CN(c1ncc[nH]1)c1ncc[nH]1" homo_lumo_gap_ev=9.2 largest_force_ha_per_bohr=0.1039 de_lowest_ev=0.572 e_lumo_ha=0.0296 energy_ev=-16869.5785
O 1.5195 3.1040 -0.0722
N -2.4566 1.4676 -0.1619
N 0.9035 -0.9554 -0.0261
N 2.4901 0.6355 -0.0053
N 0.1452 1.3601 0.1176
N -1.6094 -0.5697 0.1067
C 0.4028 2.6846 0.1438
C -2.9427 -0.6729 0.1350
C 1.1413 0.3630 0.0587
C 2.1080 -1.5447 -0.0815
C 3.1250 -0.5843 -0.0259
C -3.4739 0.5689 -0.0507
C -1.3863 0.7491 -0.0829
H 2.9392 1.5227 0.1451
H -3.5182 -1.6295 0.3161
H 2.2930 -2.6189 -0.1759
H -0.4296 3.2669 0.2984
H -4.4001 1.0114 -0.1197
H 4.1432 -0.5320 0.0797
H -0.7514 -1.1271 0.0182